Density functional theory data (wB97M-V/def2-TZVPD) for a structure of composition C16H23BN6O2ReS2 at a distorted geometry.

The value obtained for the total energy is -54465.1866 eV. As for the spin multiplicity: 2. For the HOMO energy (alpha / beta), the calculation gives -14.5 / -14.6 eV. As for the total charge: +2. The expectation value of S² is 0.782.

Geometry as XYZ:
```
51
Properties=species:S:1:pos:R:3:forces:R:3
Re 0.4962 0.2042 0.2097 -1.195 1.377 -0.988
C 4.0877 1.1056 4.0434 0.505 0.119 0.067
C 2.7154 1.0687 3.5066 -0.652 -0.539 -0.083
C 2.1058 2.2575 3.0710 -0.312 0.052 -0.097
C 0.8248 2.2579 2.5819 0.212 -0.018 0.194
C 0.0882 1.0486 2.4807 0.010 -0.268 -0.095
C 0.6986 -0.1481 2.9363 -0.283 0.178 -0.084
C 1.9934 -0.1287 3.4248 0.454 0.315 0.035
H 4.7815 1.3177 3.2235 0.000 -0.064 0.069
H 4.3711 0.1693 4.5160 0.035 -0.006 0.039
H 4.1941 1.9239 4.7558 0.018 -0.043 0.074
H 2.6627 3.1788 3.1565 -0.009 0.117 -0.051
H 0.3555 3.1864 2.2964 -0.053 0.130 -0.041
H -0.9986 1.1101 2.4292 0.151 -0.096 -0.135
H 0.1040 -1.0525 3.0097 0.018 0.021 -0.027
H 2.4478 -1.0410 3.7848 0.025 -0.056 0.048
N 2.1334 -1.4904 0.3689 -0.181 0.651 -0.161
N 3.3244 -0.8001 0.6904 -0.042 -0.029 -0.100
C 3.3929 0.6009 0.5513 2.033 -1.202 0.752
O 4.4232 1.1611 0.8091 -0.360 0.041 -0.275
O 2.2819 1.1576 0.1996 -3.125 -0.620 -0.572
H 1.9107 -2.1568 1.1153 0.024 0.300 -0.127
H 2.2362 -2.0260 -0.5043 -0.080 0.311 0.307
H 4.2034 -1.3035 0.6795 -0.176 0.035 -0.003
C -3.1108 3.8536 -1.5831 -0.155 0.855 0.484
N -2.7110 2.6058 -2.1755 0.706 -0.795 0.138
C -3.2339 2.0435 -3.2980 0.010 -0.618 -0.496
C -2.5315 0.9029 -3.5425 -0.415 0.342 -0.252
N -1.5797 0.7666 -2.5697 -0.014 0.802 0.635
B -0.5085 -0.3243 -2.5858 -0.069 0.121 0.858
N -1.1307 -1.6852 -2.3329 -0.167 -0.566 0.676
C -1.4195 -2.6296 -3.2805 -0.139 -0.561 -0.079
C -1.9392 -3.7164 -2.6494 0.115 0.168 -0.670
N -1.9655 -3.4410 -1.3116 0.393 0.989 -0.306
C -2.4149 -4.3334 -0.2771 -0.407 -0.527 0.650
C -1.4826 -2.1970 -1.1366 0.234 -0.075 -0.440
S -1.3461 -1.4159 0.3894 1.271 1.025 0.705
C -1.7118 1.8156 -1.7371 0.164 -0.225 -0.483
S -0.8169 2.1706 -0.3139 1.188 -1.234 1.235
H -4.0046 4.2163 -2.0852 0.039 -0.066 0.039
H -2.3178 4.5965 -1.6906 -0.069 -0.077 -0.052
H -3.3167 3.7222 -0.5195 -0.061 -0.033 -0.128
H -4.0592 2.4797 -3.8238 -0.111 0.084 -0.101
H -2.6318 0.1850 -4.3290 -0.085 -0.091 -0.226
H 0.1777 -0.2980 -3.5367 0.305 -0.011 -0.208
H 0.3133 -0.1036 -1.5353 0.123 -0.126 -0.449
H -1.2334 -2.4666 -4.3230 0.085 -0.002 -0.165
H -2.2658 -4.6536 -3.0553 -0.097 -0.135 0.009
H -2.1809 -5.3580 -0.5605 0.063 0.078 0.033
H -3.4932 -4.2531 -0.1294 0.070 0.067 -0.071
H -1.9181 -4.0813 0.6584 0.002 -0.100 -0.079
```
Forces are in eV/Å.

Atomic partial charges in e from the Mulliken method, atoms 1 to 4:
1 Re 0.50
2 C -1.53
3 C 0.76
4 C -0.34

Density functional theory data (wB97M-V/def2-TZVPD) for the molecule C16H23BrN2O3S2 at a distorted geometry.

The value obtained for the total energy is -117799.9408 eV. As for the spin multiplicity: 1. For the HOMO energy, the calculation gives -8.9 eV. As for the SMILES: O=C([C@@H]1CCCN(S(=O)(=O)c2ccc(Br)s2)C1)N1CCCCCC1.

Geometry as XYZ:
```
47
Properties=species:S:1:pos:R:3:forces:R:3
O -2.1311 -1.5687 1.6200 0.329 -0.328 0.123
C -1.9600 -0.6830 0.7936 -0.915 0.068 1.033
C -1.1224 -1.0228 -0.4531 -0.681 1.239 0.476
C -1.8058 -2.0004 -1.3991 0.029 -0.610 -0.214
C -0.8877 -2.2579 -2.6130 -0.388 0.009 -0.085
C 0.4589 -2.7904 -2.1621 -0.100 0.603 0.110
N 1.0559 -1.7966 -1.2268 1.625 0.713 -0.885
S 1.8414 -0.4294 -1.9576 -2.840 1.944 -1.070
O 1.7171 -0.4725 -3.4305 0.630 -1.051 2.518
O 1.3543 0.8559 -1.3928 1.009 -2.721 0.026
C 3.5136 -0.6167 -1.5142 0.609 -0.652 -0.981
C 4.1845 -0.0367 -0.5002 1.145 0.075 0.096
C 5.6346 -0.2814 -0.5930 -1.093 0.236 0.688
C 5.9738 -1.0339 -1.6691 -1.371 0.034 -0.476
Br 7.7238 -1.3733 -2.2425 -0.288 -0.193 0.046
S 4.5318 -1.5139 -2.6325 1.091 0.868 1.184
C 0.2743 -1.5477 -0.0235 -0.881 0.559 0.235
N -2.5294 0.5632 1.0644 -0.025 -0.534 -0.843
C -2.5066 1.6957 0.1530 1.573 0.211 -0.159
C -1.2503 2.5817 0.4002 -1.717 1.359 -0.064
C -1.1957 3.1729 1.8176 0.622 -0.198 -0.337
C -0.7659 2.1232 2.8309 -0.112 -0.256 0.704
C -1.9131 1.2049 3.3537 0.814 0.435 0.756
C -3.0428 0.8716 2.4168 0.400 -1.014 -0.315
H -1.0402 -0.0954 -1.0326 0.652 -0.119 0.118
H -2.7175 -1.5473 -1.8043 -0.120 -0.223 0.381
H -2.0396 -2.9682 -0.8798 0.060 0.845 -0.399
H -1.3719 -2.9883 -3.2632 -0.003 0.007 -0.116
H -0.7371 -1.3238 -3.2048 -0.093 -0.620 0.436
H 1.1158 -2.9400 -3.0214 0.080 0.014 0.249
H 0.3399 -3.7492 -1.6208 0.208 0.494 -0.118
H 3.6857 0.5941 0.2410 0.344 -0.254 -0.254
H 6.3393 0.0944 0.1618 -0.306 -0.156 -0.609
H 0.7564 -0.8291 0.6498 0.121 0.025 -0.407
H 0.1735 -2.4621 0.5973 0.006 0.247 -0.688
H -2.4976 1.3729 -0.8933 -0.110 -0.118 0.198
H -3.4111 2.2676 0.3067 -0.265 0.195 0.027
H -0.3645 2.0308 0.1655 0.653 -0.365 -0.151
H -1.3022 3.4699 -0.2553 0.034 -0.540 -0.237
H -2.1671 3.6167 2.0657 0.095 -0.005 0.091
H -0.4488 3.9928 1.8302 -0.411 -0.348 -0.067
H 0.0536 1.5126 2.3825 -0.533 0.359 0.323
H -0.3425 2.6469 3.7118 -0.065 -0.433 -0.360
H -1.4785 0.2943 3.7572 0.138 -0.245 -0.178
H -2.3699 1.6679 4.2276 -0.040 0.268 0.132
H -3.7570 1.6909 2.4014 0.008 0.103 -0.582
H -3.5721 0.0077 2.8367 0.083 0.075 -0.355
```
Forces are in eV/Å.

Atomic partial charges in e from the Mulliken method, atoms 1 to 4:
1 O -0.69
2 C -0.13
3 C 1.53
4 C -0.95

Density functional theory data (wB97M-V/def2-TZVPD) for a structure of composition C16H23CdIN2 at a distorted geometry.

The value obtained for the total energy is -32610.4408 eV. As for the spin multiplicity: 1. For the HOMO energy, the calculation gives -7.1 eV.

Geometry as XYZ:
```
43
Properties=species:S:1:pos:R:3:forces:R:3
C 3.1345 3.9506 0.5061 -0.371 -0.002 0.519
C 4.2414 2.9771 0.1776 0.620 0.445 -0.034
H 2.8940 4.6107 -0.3269 -0.055 -0.075 -0.103
H 3.3813 4.5908 1.3599 0.167 -0.047 -0.110
H 2.2188 3.4153 0.7855 0.847 0.447 -0.143
H 3.9267 2.2084 -0.5261 -0.050 -0.094 -0.035
H 5.0805 3.5170 -0.2707 0.061 -0.181 -0.086
H 4.6358 2.5072 1.0775 -0.101 -0.209 0.018
C -2.7808 1.2766 -1.0672 0.017 -0.254 -0.250
C -3.9901 1.1761 -1.7630 0.322 -0.098 0.173
C -4.1921 0.0740 -2.5826 0.399 -0.226 0.068
C -3.1752 -0.8735 -2.6840 0.573 0.170 0.366
H -2.5775 2.1279 -0.4180 0.021 -0.233 -0.111
H -4.7356 1.9573 -1.6460 0.096 -0.174 -0.035
H -5.1105 -0.0720 -3.1451 0.120 0.125 0.127
H -3.2908 -1.7440 -3.3159 -0.172 0.182 0.020
N -1.7951 0.3731 -1.1673 -0.379 -0.365 -0.596
C -1.9692 -0.6976 -1.9695 -1.264 0.822 -0.171
C -0.8701 -1.6813 -2.0781 1.378 -0.551 0.182
N 0.2936 -1.4064 -1.4374 0.026 -0.749 -0.898
C 1.2871 -2.3221 -1.4292 -0.909 0.384 -0.292
C 0.0317 -3.8127 -2.8277 -0.270 0.773 0.206
C 1.1880 -3.5288 -2.1093 0.102 -0.133 0.064
H 2.1733 -2.0646 -0.8506 -0.185 -0.027 -0.156
H 2.0112 -4.2327 -2.0687 -0.067 0.069 -0.019
C -0.9971 -2.8712 -2.8049 -0.088 -0.056 0.053
H -1.9156 -3.0557 -3.3515 0.229 -0.145 0.117
H -0.0954 -4.7288 -3.3951 0.130 0.087 0.124
Cd 0.4537 0.4421 -0.0429 -0.750 -0.127 1.157
I -0.0898 2.9504 0.6618 -0.820 0.610 -0.163
C 1.3461 0.0276 3.4116 -0.363 -0.071 0.231
C 0.0506 -0.7027 3.0271 -0.030 -0.070 0.062
C -1.2083 0.0866 3.4264 0.382 -0.041 0.063
C 0.0724 -1.0456 1.5546 0.402 -0.112 -0.506
H 1.3715 1.0259 2.9569 -0.003 -0.152 0.023
H 2.2232 -0.5370 3.0684 -0.150 0.113 0.114
H 1.3951 0.1455 4.5004 0.173 0.034 -0.100
H 0.0188 -1.6596 3.5883 0.053 0.332 -0.005
H -1.2481 1.0590 2.9170 0.014 -0.223 0.063
H -2.1167 -0.4822 3.1802 0.203 0.151 0.072
H -1.1844 0.2671 4.5089 -0.172 0.032 -0.158
H -0.8958 -1.4144 1.1994 -0.065 -0.161 0.080
H 0.8088 -1.8335 1.3699 -0.065 -0.198 0.070
```
Forces are in eV/Å.

Atomic partial charges in e from the Mulliken method, atoms 1 to 4:
1 C -0.25
2 C -0.88
3 H 0.33
4 H 0.29

Density functional theory data (wB97M-V/def2-TZVPD) for a cluster of 3 separate species, C16H23Cl4IN2O4PS in total.

The value obtained for the total energy is -106445.9121 eV. As for the spin multiplicity: 1. For the HOMO energy, the calculation gives -11.6 eV. As for the total charge: +1.

Geometry as XYZ:
```
52
Properties=species:S:1:pos:R:3:forces:R:3
O -4.3454 1.4981 0.3332 0.087 -0.024 0.067
C -2.9501 1.5737 0.1421 0.075 0.014 -0.005
C -2.3666 0.1984 0.4750 0.116 0.090 -0.095
N -1.0227 0.3006 1.0547 0.030 -0.048 0.089
C -0.7726 0.4132 2.4005 -0.081 0.062 -0.014
C 0.5678 0.5114 2.5661 -0.089 0.031 0.125
P 1.4380 0.6305 4.1491 0.256 -0.285 0.126
O 0.1987 0.7838 5.1422 -0.080 0.061 -0.134
O 2.1210 2.0785 4.0818 -0.059 -0.048 -0.060
S 2.6125 -0.7996 4.5175 -0.011 0.105 -0.039
N 1.1266 0.4491 1.2998 -0.032 0.004 -0.123
C 2.5900 0.5242 1.0083 0.113 -0.019 0.025
O 2.9570 -0.3664 0.0273 0.112 -0.029 -0.034
C 3.4533 -1.6115 0.4445 -0.132 0.177 -0.016
C 4.6870 -1.9852 -0.0499 -0.005 0.010 -0.017
C 5.2029 -3.2218 0.3021 0.078 0.033 -0.063
C 4.4895 -4.0644 1.1410 -0.056 -0.080 0.062
C 3.2546 -3.6689 1.6284 -0.072 0.041 0.034
C 2.7222 -2.4359 1.2768 -0.021 -0.096 0.029
C 0.1442 0.3392 0.3966 -0.072 0.027 -0.049
I 0.2871 0.2624 -1.6500 0.197 -0.095 -0.022
H -4.6572 2.3622 0.6213 -0.162 0.142 -0.137
H -2.7056 1.8398 -0.8900 -0.011 0.044 -0.021
H -2.4899 2.3254 0.7903 -0.046 -0.001 0.072
H -2.2898 -0.4254 -0.4113 -0.108 -0.116 0.037
H -2.9996 -0.2914 1.2098 -0.022 -0.022 0.016
H -1.5558 0.4030 3.1371 -0.050 -0.037 -0.011
H -0.0279 1.6952 5.3615 -0.044 0.029 0.172
H 1.5549 2.7655 3.7066 0.070 0.142 -0.001
H 2.8078 1.5339 0.6629 -0.082 0.011 -0.090
H 3.0931 0.3367 1.9577 -0.015 -0.019 0.026
H 5.2193 -1.3082 -0.7024 0.044 -0.001 -0.019
H 6.1702 -3.5184 -0.0792 0.009 -0.035 0.003
H 4.8873 -5.0304 1.4181 0.057 -0.002 -0.011
H 2.6904 -4.3132 2.2887 0.026 -0.050 0.000
H 1.7545 -2.1420 1.6601 -0.024 0.052 -0.008
Cl 3.2932 -1.4386 -3.3318 0.020 0.001 0.008
C 2.2529 -2.5772 -4.2264 -0.019 -0.033 0.016
C 1.6190 -1.9296 -5.4291 0.083 -0.042 -0.001
Cl 0.4571 -0.6521 -4.9606 -0.118 0.076 -0.026
H 1.5005 -2.9449 -3.5330 0.000 -0.006 0.001
H 2.8782 -3.4082 -4.5465 0.021 0.019 -0.011
H 1.0616 -2.6712 -5.9973 -0.043 0.021 0.014
H 2.3592 -1.4628 -6.0726 0.006 0.018 0.019
Cl -5.9897 4.3291 -3.5582 0.013 -0.002 0.001
C -6.5168 3.1862 -2.2995 0.020 -0.034 -0.007
C -7.0004 3.8891 -1.0576 -0.064 -0.027 -0.013
Cl -5.6748 4.7515 -0.2164 0.058 -0.108 0.078
H -5.6798 2.5290 -2.0758 -0.005 -0.003 0.010
H -7.3304 2.5949 -2.7157 -0.014 0.020 -0.005
H -7.4044 3.1592 -0.3587 0.020 0.008 0.019
H -7.7639 4.6281 -1.2832 0.026 0.022 -0.021
```
Forces are in eV/Å.

Atomic partial charges in e from the Mulliken method, atoms 1 to 4:
1 O -0.51
2 C -0.08
3 C -1.27
4 N 0.21